The following is a DFT calculation (wB97M-V/def2-TZVPD) of a molecular structure, C8H9CrNO5 at a distorted geometry.

Total charge: +2
Energy above the lowest of the compared OMol25 structures with the same formula, charge and spin, kJ/mol: 28.00
Calculated total energy, a.u.: -1784.89167
Gap between HOMO and LUMO (spin up / spin down), hartree: 0.211 / 0.194
2S+1: 5
Expectation value of S²: 6.0240
HOMO level (spin up / spin down), eV: -15.91 / -15.91

Each line ends with the Löwdin spin population.
Atoms and positions in Å:
Cr1 -1.45 0.73 1.45  3.431
C1 -1.04 1.85 2.95  0.107
O1 -0.47 2.59 3.66  0.111
C2 -3.21 -0.28 1.06  0.046
O2 -4.12 -0.92 0.70  0.063
C3 -0.63 -1.05 1.42  0.044
O3 -0.14 -2.12 1.51  0.066
C4 -1.51 1.77 -0.37  0.040
O4 -1.40 2.29 -1.41  0.033
C5 -0.48 -1.74 -2.79  0.002
H1 -0.24 -0.70 -3.05  0.000
H2 0.38 -2.07 -2.21  0.000
C6 -1.70 -2.06 -2.47  0.000
H3 -1.83 -2.48 -1.47  0.000
H4 -2.41 -1.24 -2.40  0.000
C7 2.47 -0.31 0.94  0.001
C8 1.68 0.76 0.26  0.006
N1 2.38 1.72 -0.34  0.005
O5 0.41 0.81 0.28  0.043
H5 3.54 -0.07 0.98  0.000
H6 2.36 -1.28 0.44  0.000
H7 2.13 -0.44 1.98  0.000
H8 1.89 2.48 -0.79  0.000
H9 3.39 1.77 -0.34  0.000

=====

The following is a DFT calculation (wB97M-V/def2-TZVPD) of a molecular structure, C8H9F2Pd at a distorted geometry.

Total charge: +3
Calculated total energy, a.u.: -636.38629
Gap between HOMO and LUMO (spin up / spin down), hartree: 0.220 / 0.219
2S+1: 1
HOMO level (spin up / spin down), eV: -23.14 / -23.17

Each line ends with the Mulliken charge.
Atoms and positions in Å:
Pd1 0.02 1.01 1.01  0.514
C1 -1.85 -3.62 -1.34  -1.263
C2 -1.81 -2.65 -0.31  1.099
C3 -0.90 -2.80 0.84  -0.433
C4 -0.81 -1.83 1.78  -0.171
C5 -1.60 -0.61 1.65  -0.872
C6 -2.55 -0.48 0.57  -0.159
C7 -2.65 -1.43 -0.38  -0.411
H1 -2.61 -4.42 -1.08  0.429
H2 -0.93 -4.22 -1.43  0.440
H3 -2.23 -3.25 -2.30  0.440
H4 -0.33 -3.72 0.95  0.516
H5 -0.24 -2.02 2.69  0.506
H6 -1.75 -0.01 2.55  0.596
H7 -3.27 0.34 0.58  0.505
H8 -3.37 -1.34 -1.18  0.517
F1 0.61 1.62 -1.32  -0.049
C8 1.55 1.64 -0.44  0.363
F2 2.10 0.49 -0.26  -0.048
H9 2.22 2.52 -0.46  0.481

=====

The following is a DFT calculation (wB97M-V/def2-TZVPD) of a molecular structure, C8H9F6GaNO3Pt at a distorted geometry.

Total charge: +1
Calculated total energy, a.u.: -3233.15242
Gap between HOMO and LUMO, hartree: 0.083
2S+1: 1
HOMO level, eV: -12.28

Each line ends with the Mulliken charge.
Atoms and positions in Å:
C1 1.40 -0.85 3.02  -0.672
C2 1.41 0.75 3.37  0.592
O1 2.02 1.12 4.53  -0.499
O2 0.82 1.79 2.52  -0.281
C3 -0.66 1.62 2.43  -0.509
C4 -1.01 1.50 0.80  -0.267
C5 -1.40 -0.06 0.48  -0.323
Ga1 -0.63 -0.82 -1.28  0.373
F1 0.88 -1.97 -0.89  -0.538
N1 -2.03 -2.02 -2.02  -0.287
C6 -2.20 -3.10 -1.18  0.612
O3 -2.00 -4.28 -0.54  -0.405
C7 -0.25 0.57 -2.76  0.592
F2 0.26 1.88 -2.29  -0.289
F3 -1.42 0.74 -3.69  -0.252
C8 0.97 -0.07 -3.70  0.571
F4 0.83 -1.55 -3.80  -0.160
F5 1.02 0.51 -5.07  -0.261
F6 2.29 0.20 -3.04  -0.242
H1 0.34 -1.35 3.21  0.221
H2 1.70 -1.00 1.89  0.225
H3 2.23 -1.36 3.69  0.294
H4 -1.11 2.64 2.85  0.302
H5 -1.03 0.69 3.04  0.392
H6 -0.06 1.90 0.25  0.227
H7 -1.98 2.16 0.62  0.330
H8 -0.92 -0.70 1.36  0.043
H9 -2.57 -0.28 0.54  0.386
Pt1 3.09 1.33 -4.35  0.825

=====

The following is a DFT calculation (wB97M-V/def2-TZVPD) of 2 unconnected molecules or ions with the total composition C8H9FOS at a distorted geometry.

Total charge: 0
Calculated total energy, a.u.: -883.27482
Gap between HOMO and LUMO (spin up / spin down), hartree: 0.148 / 0.204
2S+1: 3
Expectation value of S²: 2.0144
HOMO level (spin up / spin down), eV: -3.97 / -8.62

Each line ends with the Löwdin spin population.
Atoms and positions in Å:
C1 3.08 1.13 0.10  0.274
C2 1.86 1.65 0.48  0.216
C3 3.15 -0.22 -0.18  0.288
C4 0.71 0.89 0.46  0.281
C5 2.00 -1.01 -0.01  0.227
C6 0.79 -0.44 0.27  0.250
C7 -4.28 -0.01 -0.48  0.001
C8 -3.23 0.74 -0.26  0.003
O1 -0.08 -2.94 0.42  0.047
F1 -2.82 1.31 0.87  0.002
S1 -0.70 -1.40 0.32  0.324
H1 3.95 1.66 0.07  0.011
H2 1.91 2.62 0.72  0.015
H3 4.04 -0.62 -0.44  0.021
H4 -0.21 1.30 0.75  0.018
H5 2.00 -2.04 -0.12  0.012
H6 0.24 -2.95 1.36  0.007
H7 -4.43 -0.55 -1.49  0.000
H8 -5.12 -0.13 0.24  0.000
H9 -2.48 0.84 -1.10  0.003

=====

The following is a DFT calculation (wB97M-V/def2-TZVPD) of 3 unconnected molecules or ions with the total composition C8H9I2N2 at a distorted geometry.

Total charge: +1
Energy above the lowest of the compared OMol25 structures with the same formula, charge and spin, kJ/mol: 309.49
Calculated total energy, a.u.: -1014.68427
Gap between HOMO and LUMO (spin up / spin down), hartree: 0.253 / 0.253
2S+1: 1
HOMO level (spin up / spin down), eV: -11.76 / -11.76

Each line ends with the Mulliken charge.
Atoms and positions in Å:
C1 -1.51 1.36 -0.45  -0.232
C2 0.68 0.64 -0.80  0.003
C3 -1.36 2.39 -1.34  -0.360
C4 0.79 1.62 -1.75  -0.290
C5 -0.50 0.45 -0.09  -0.223
C6 2.31 -2.78 2.45  -0.454
C7 1.89 -2.91 3.57  -0.259
C8 0.02 -0.26 2.12  -0.250
N1 -0.17 2.50 -2.00  -0.020
N2 -0.54 -0.45 0.91  0.050
I1 1.69 1.06 2.25  0.084
I2 -2.65 -3.08 -1.53  -0.109
H1 -2.50 1.27 0.03  0.379
H2 1.58 0.04 -0.76  0.473
H3 -2.24 3.14 -1.53  0.337
H4 1.71 1.83 -2.42  0.337
H5 2.27 -2.68 1.40  0.383
H6 -2.28 -3.13 -3.10  0.127
H7 1.98 -3.03 4.62  0.349
H8 0.09 3.24 -2.73  0.324
H9 -1.26 -1.21 1.16  0.352

=====

The following is a DFT calculation (wB97M-V/def2-TZVPD) of a molecular structure, C8H9INO at a distorted geometry.

Total charge: +1
Energy above the lowest of the compared OMol25 structures with the same formula, charge and spin, kJ/mol: 0.00
Calculated total energy, a.u.: -737.65065
Gap between HOMO and LUMO, hartree: 0.359
2S+1: 1
HOMO level, eV: -13.74

Each line ends with the Mulliken charge.
Atoms and positions in Å:
C1 -2.14 2.28 -0.45  -0.045
C2 -1.20 2.11 -1.45  -0.887
C3 -1.94 1.70 0.80  -0.765
C4 -0.07 1.36 -1.18  0.254
C5 -0.79 0.95 1.01  0.138
C6 1.17 -1.56 -0.59  0.923
C7 1.91 -2.78 -0.14  -1.244
C8 1.53 -0.34 0.24  -0.721
N1 0.09 0.82 0.02  -0.048
O1 0.38 -1.51 -1.48  -0.464
I1 3.28 0.67 -0.36  0.353
H1 -3.03 2.86 -0.63  0.422
H2 -1.33 2.54 -2.42  0.392
H3 -2.65 1.81 1.60  0.398
H4 0.70 1.18 -1.91  0.463
H5 -0.58 0.47 1.95  0.359
H6 1.88 -3.54 -0.92  0.354
H7 2.94 -2.56 0.13  0.395
H8 1.41 -3.18 0.75  0.333
H9 1.51 -0.50 1.32  0.389

=====

The following is a DFT calculation (wB97M-V/def2-TZVPD) of a molecular structure, C8H9LaNO6 at a distorted geometry.

Total charge: +3
Calculated total energy, a.u.: -846.88569
Gap between HOMO and LUMO, hartree: 0.165
2S+1: 1
HOMO level, eV: -18.23

Each line ends with the Mulliken charge.
Atoms and positions in Å:
La1 0.30 -0.60 -0.92  1.845
C1 -2.01 -0.09 -0.72  0.257
O1 -3.12 0.24 -0.65  -0.011
C2 -0.44 -3.03 0.13  0.136
O2 -0.90 -4.03 0.48  -0.032
C3 -0.59 -0.66 1.50  0.249
O3 -1.33 -0.62 2.38  -0.069
C4 -1.51 -2.08 -2.22  0.128
O4 -2.40 -2.74 -2.54  -0.038
C5 4.14 -2.69 0.50  -0.671
H1 4.43 -2.46 -0.54  0.351
H2 4.25 -1.90 1.27  0.322
C6 3.49 -3.83 0.78  -0.503
H3 3.11 -4.03 1.80  0.297
H4 3.19 -4.55 -0.01  0.314
N1 -1.99 3.91 -0.28  -0.236
C7 -0.76 3.47 0.47  -0.483
C8 -0.12 2.43 -0.47  0.886
O5 -0.54 2.34 -1.65  -0.697
O6 0.65 1.51 0.02  -0.777
H5 -2.09 3.26 -1.11  0.329
H6 -1.84 4.88 -0.56  0.367
H7 -2.83 3.89 0.31  0.371
H8 -0.12 4.36 0.58  0.351
H9 -1.00 3.03 1.45  0.313

=====

The following is a DFT calculation (wB97M-V/def2-TZVPD) of a single C8H9N molecule at a distorted geometry.

Total charge: 0
Energy above the lowest of the compared OMol25 structures with the same formula, charge and spin, kJ/mol: 674.41
Calculated total energy, a.u.: -364.72243
Gap between HOMO and LUMO (spin up / spin down), hartree: 0.291 / 0.291
2S+1: 1
HOMO level (spin up / spin down), eV: -7.16 / -7.16

Each line ends with the Mulliken charge.
Atoms and positions in Å:
C1 -0.72 -0.75 -0.49  -0.801
C2 1.37 0.09 0.97  -0.524
C3 -0.34 -1.36 0.75  0.630
C4 1.04 2.30 -1.29  -0.450
C5 -0.29 1.62 -1.63  -0.675
C6 0.20 1.68 -0.16  -0.185
C7 -0.12 0.40 -0.86  0.511
C8 -0.87 -2.72 1.22  -1.361
N1 0.62 -0.79 1.39  -0.202
H1 -1.27 -1.46 -0.99  0.368
H2 1.66 0.88 1.46  0.363
H3 2.02 1.69 -1.54  0.186
H4 0.99 3.32 -1.29  0.373
H5 -1.06 2.15 -2.09  0.327
H6 -0.20 2.31 0.67  0.345
H7 -1.18 -2.66 2.17  0.384
H8 -0.20 -3.61 1.05  0.286
H9 -1.66 -3.07 0.67  0.426

=====

The following is a DFT calculation (wB97M-V/def2-TZVPD) of 2 unconnected molecules or ions with the total composition C8H9N3O2 at a distorted geometry.

Total charge: 0
Energy above the lowest of the compared OMol25 structures with the same formula, charge and spin, kJ/mol: 505.54
Calculated total energy, a.u.: -624.80191
Gap between HOMO and LUMO, hartree: 0.291
2S+1: 1
HOMO level, eV: -8.17

Each line ends with the Mulliken charge.
Atoms and positions in Å:
C1 -1.77 -0.93 -1.30  -0.550
C2 -0.84 -1.92 -1.12  -0.745
C3 -1.61 0.36 -0.83  -0.648
C4 0.26 -1.61 -0.24  -0.151
C5 -0.53 0.76 -0.13  1.097
C6 0.36 -0.29 0.24  0.533
C7 -0.05 -0.90 2.84  -0.017
C8 -0.24 2.20 0.24  -1.520
N1 2.28 0.76 1.37  -0.681
N2 1.48 0.02 1.09  0.638
N3 -0.56 0.27 2.75  -0.191
O1 1.11 -1.30 2.43  -0.597
O2 -1.93 0.13 3.07  -0.445
H1 -2.58 -1.07 -1.95  0.405
H2 -0.79 -2.82 -1.67  0.421
H3 -2.45 1.08 -1.11  0.241
H4 0.93 -2.43 0.20  0.379
H5 -0.72 -1.75 3.24  0.354
H6 -1.02 2.82 -0.12  0.406
H7 -0.11 2.23 1.38  0.388
H8 0.83 2.41 0.09  0.390
H9 -2.36 0.97 3.11  0.294

=====

The following is a DFT calculation (wB97M-V/def2-TZVPD) of a gas-phase ion, C8H9N3S (charge +2) at a distorted geometry.

Total charge: +2
Energy above the lowest of the compared OMol25 structures with the same formula, charge and spin, kJ/mol: 467.40
Calculated total energy, a.u.: -871.89493
SMILES string: C1=C2C=CNC=1SC/C=[NH+]/C=[NH+]\2
Gap between HOMO and LUMO (spin up / spin down), hartree: 0.292 / 0.294
2S+1: 1
HOMO level (spin up / spin down), eV: -16.76 / -16.83

Each line ends with the Mulliken charge.
Atoms and positions in Å:
C1 -0.39 0.56 0.71  -0.057
C2 -0.19 1.36 -0.33  0.472
C3 0.57 2.53 0.10  -0.666
C4 0.90 2.53 1.48  -0.249
N1 0.71 1.53 2.36  -0.060
C5 0.23 0.32 1.86  0.290
S1 0.16 -1.20 2.57  -0.011
C6 -0.10 -2.28 1.00  -0.669
C7 -1.07 -1.75 0.04  -0.304
N2 -0.72 -1.45 -1.25  -0.033
C8 -0.61 -0.38 -1.94  0.029
N3 -0.56 0.90 -1.60  -0.155
H1 0.82 3.22 -0.70  0.395
H2 1.38 3.53 1.94  0.366
H3 1.11 1.63 3.39  0.383
H4 -0.45 -3.23 1.35  0.462
H5 0.81 -2.22 0.54  0.441
H6 -2.18 -1.78 0.35  0.268
H7 -0.38 -2.27 -1.76  0.341
H8 -0.80 -0.52 -3.01  0.388
H9 -0.50 1.60 -2.43  0.368

=====

The following is a DFT calculation (wB97M-V/def2-TZVPD) of a gas-phase ion, C8H9N4 (charge +1).

Total charge: +1
Energy above the lowest of the compared OMol25 structures with the same formula, charge and spin, kJ/mol: 0.00
Calculated total energy, a.u.: -529.03138
SMILES string: Nc1ncn(-c2ccccc2)[nH+]1
Gap between HOMO and LUMO, hartree: 0.360
2S+1: 1
HOMO level, eV: -13.48

Each line ends with the Mulliken charge.
Atoms and positions in Å:
N1 3.87 -1.10 0.70  -0.389
C1 2.82 -0.27 0.46  0.345
N2 2.83 1.07 0.40  -0.475
C2 1.56 1.41 0.16  -0.036
N3 0.76 0.35 0.07  0.240
C3 -0.66 0.23 -0.13  0.699
C4 -1.12 -0.63 -1.12  -0.363
C5 -2.49 -0.74 -1.30  -0.554
C6 -3.36 0.02 -0.52  -0.491
C7 -2.87 0.88 0.45  -0.569
C8 -1.51 0.99 0.66  -0.480
N4 1.57 -0.72 0.24  -0.197
H1 3.96 -1.55 1.59  0.238
H2 4.64 -1.17 0.06  0.231
H3 1.19 2.41 0.04  0.445
H4 -0.43 -1.17 -1.75  0.476
H5 -2.87 -1.40 -2.07  0.389
H6 -4.43 -0.07 -0.68  0.400
H7 -3.55 1.47 1.06  0.392
H8 -1.11 1.64 1.43  0.444
H9 1.19 -1.66 0.23  0.254

=====

Repeat the second record exactly.
The following is a DFT calculation (wB97M-V/def2-TZVPD) of a molecular structure, C8H9F2Pd at a distorted geometry.

Total charge: +3
Calculated total energy, a.u.: -636.38629
Gap between HOMO and LUMO (spin up / spin down), hartree: 0.220 / 0.219
2S+1: 1
HOMO level (spin up / spin down), eV: -23.14 / -23.17

Each line ends with the Mulliken charge.
Atoms and positions in Å:
Pd1 0.02 1.01 1.01  0.514
C1 -1.85 -3.62 -1.34  -1.263
C2 -1.81 -2.65 -0.31  1.099
C3 -0.90 -2.80 0.84  -0.433
C4 -0.81 -1.83 1.78  -0.171
C5 -1.60 -0.61 1.65  -0.872
C6 -2.55 -0.48 0.57  -0.159
C7 -2.65 -1.43 -0.38  -0.411
H1 -2.61 -4.42 -1.08  0.429
H2 -0.93 -4.22 -1.43  0.440
H3 -2.23 -3.25 -2.30  0.440
H4 -0.33 -3.72 0.95  0.516
H5 -0.24 -2.02 2.69  0.506
H6 -1.75 -0.01 2.55  0.596
H7 -3.27 0.34 0.58  0.505
H8 -3.37 -1.34 -1.18  0.517
F1 0.61 1.62 -1.32  -0.049
C8 1.55 1.64 -0.44  0.363
F2 2.10 0.49 -0.26  -0.048
H9 2.22 2.52 -0.46  0.481

=====

Q: Which of these has the highest calculated total energy?
A: C8H9N

=====

Q: The highest 2S+1 belongs to which entry?
A: C8H9CrNO5